[1]
Molecular formula: C3H6N2O
Method: DFT, ωB97M-V/def2-TZVPD

Energy relative to the best compared isomer or geometry (same formula, charge and spin) in kcal/mol: 18.2
Total energy in Ha: -302.66405
Structure (SMILES): N/C=C/C(N)=O
E_HOMO in eV: -8.61
Orbital gap in eV: 9.45
Lowest unoccupied orbital energy in eV: 0.84

XYZ file:
```
12
Properties=species:S:1:pos:R:3:forces:R:3:mulliken_charge:R:1
C -0.38374 0.26525 0.86811 0.4 -0.8 -0.4 0.109
C -0.04255 0.62736 -0.40522 0.0 -0.4 2.1 -0.365
C 0.26684 -0.31851 -1.47346 -0.1 0.7 -1.0 0.269
H -0.37208 2.13528 1.62733 -0.1 -0.4 0.3 0.205
H -1.02008 1.00665 2.73003 0.1 -0.3 -0.3 0.220
H -0.50075 -0.79798 1.18416 -0.1 0.9 -0.5 0.332
H 0.12217 1.68672 -0.52879 -0.1 0.1 -0.7 0.242
H 0.54775 -2.29533 -1.87880 0.1 1.1 1.2 0.244
H 1.09427 -1.86900 -0.28588 -0.6 0.5 -0.6 0.236
N -0.46768 1.15817 1.90056 0.1 0.9 -0.2 -0.435
N 0.49345 -1.62065 -1.07848 0.4 -1.8 -1.0 -0.447
O 0.26239 0.02204 -2.65958 0.0 -0.6 1.1 -0.609
```
Forces are in eV/Å.

---

[2]
Molecular formula: C3H6N2O
Method: DFT, ωB97M-V/def2-TZVPD

Energy relative to the best compared isomer or geometry (same formula, charge and spin) in kcal/mol: 29.6
Total energy in Ha: -302.64587
Structure (SMILES): CNC=O.C#N
E_HOMO in eV: -10.30
Orbital gap in eV: 11.12
Lowest unoccupied orbital energy in eV: 0.82

XYZ file:
```
12
Properties=species:S:1:pos:R:3:forces:R:3:mulliken_charge:R:1
C 1.24085 0.48905 1.19771 0.0 0.0 0.1 -0.764
N -0.47813 1.05302 -3.06551 -0.6 -0.8 0.5 -0.386
C -1.07490 0.23215 -2.51331 0.5 0.8 -0.5 0.057
N 0.06452 0.13817 0.42447 -0.1 0.0 0.0 -0.073
C -0.64959 -0.99067 0.58768 -0.1 0.0 0.0 0.201
O -1.66405 -1.27618 -0.03239 0.3 0.1 0.1 -0.639
H 1.02479 1.31141 1.88846 0.1 -0.1 -0.1 0.276
H 1.56702 -0.37540 1.78561 -0.1 0.1 -0.1 0.270
H 2.05634 0.77663 0.52944 -0.1 0.0 0.1 0.296
H -1.58784 -0.49587 -1.89517 0.0 0.1 -0.1 0.334
H -0.27361 0.80129 -0.26132 0.1 -0.1 0.1 0.176
H -0.22542 -1.66360 1.35433 0.0 0.1 -0.1 0.253
```
Forces are in eV/Å.

---

[3]
Molecular formula: C3H6N2O
Method: DFT, ωB97M-V/def2-TZVPD

Energy relative to the best compared isomer or geometry (same formula, charge and spin) in kcal/mol: 53.7
Total energy in Ha: -302.60757
Structure (SMILES): C=C(N)O.C#N
E_HOMO in eV: -7.67
Orbital gap in eV: 8.49
Lowest unoccupied orbital energy in eV: 0.82

XYZ file:
```
12
Properties=species:S:1:pos:R:3:forces:R:3:mulliken_charge:R:1
C -1.33360 1.21406 -3.60666 0.9 0.3 1.2 0.044
C -0.05322 0.04918 0.99640 1.1 -1.1 -2.5 0.696
C 0.16544 -0.90643 0.04988 -0.7 1.6 1.5 -0.961
N -0.92460 1.47970 -2.54213 -1.3 -0.7 -2.8 -0.383
N 0.31311 0.02922 2.32601 -0.5 -0.1 0.1 -0.558
O -0.48190 1.27277 0.71185 -0.6 1.8 -1.3 -0.484
H -1.63979 0.94959 -4.65322 0.4 0.4 1.7 0.279
H -0.64040 1.41516 -0.25184 0.2 -0.4 0.8 0.354
H 0.38791 -1.85173 0.43761 0.7 -1.4 0.0 0.238
H 0.10891 -0.69963 -1.00142 -0.4 -0.1 -0.1 0.237
H -0.04688 -0.79292 2.76775 0.1 -0.3 0.6 0.250
H -0.10084 0.87237 2.69137 0.0 0.0 0.8 0.287
```
Forces are in eV/Å.

---

[4]
Molecular formula: C3H6N2O
Method: DFT, ωB97M-V/def2-TZVPD

Energy relative to the best compared isomer or geometry (same formula, charge and spin) in kcal/mol: 29.1
Total energy in Ha: -302.64671
Structure (SMILES): NC(=O)[C@H]1CN1
E_HOMO in eV: -9.71
Orbital gap in eV: 10.68
Lowest unoccupied orbital energy in eV: 0.97

XYZ file:
```
12
Properties=species:S:1:pos:R:3:forces:R:3:mulliken_charge:R:1
N -0.09106 -1.57039 -0.85903 -0.1 0.0 0.0 -0.413
C -0.67183 -1.04922 0.26262 -0.1 -0.1 0.1 0.287
O -1.45929 -1.66644 0.95415 0.2 0.0 -0.1 -0.609
C -0.26237 0.34936 0.63397 -0.1 -0.1 0.2 0.059
C 1.01383 0.98221 0.22294 0.3 0.0 0.1 -0.411
N -0.22683 1.32616 -0.45618 0.0 0.2 -0.1 -0.543
H -0.50399 -2.42313 -1.20940 0.1 0.1 0.0 0.259
H 0.28683 -0.93039 -1.54063 -0.1 0.0 0.0 0.242
H -0.68611 0.64509 1.58992 0.0 0.0 -0.2 0.411
H 1.73301 0.42428 -0.37301 -0.1 0.1 0.1 0.190
H 1.46248 1.69474 0.91061 -0.1 -0.1 -0.1 0.274
H -0.59467 2.21773 -0.13594 0.1 -0.1 -0.1 0.253
```
Forces are in eV/Å.

---

[5]
Molecular formula: C3H6N2O
Method: DFT, ωB97M-V/def2-TZVPD

Energy relative to the best compared isomer or geometry (same formula, charge and spin) in kcal/mol: 45.2
Total energy in Ha: -302.62114
Structure (SMILES): [H]/N=C(/N)[C@@H]1CO1
E_HOMO in eV: -9.39
Orbital gap in eV: 10.41
Lowest unoccupied orbital energy in eV: 1.02

XYZ file:
```
12
Properties=species:S:1:pos:R:3:forces:R:3:mulliken_charge:R:1
C 0.38518 0.40348 -0.65408 1.2 0.1 -1.2 0.349
C -0.07312 0.34567 0.76036 0.5 1.4 0.1 0.146
C -0.10113 -0.89080 1.48955 -0.3 -1.2 0.2 -0.415
H -1.05094 -0.90035 -1.26009 0.5 0.1 -0.2 0.247
H 0.16577 -0.46747 -2.43948 -0.4 -0.2 0.8 0.287
H 1.59205 1.83321 -0.43354 0.2 0.3 0.2 0.214
H 0.12094 1.24420 1.34219 -0.2 0.1 -0.2 0.362
H -0.02933 -0.95827 2.56589 0.1 0.4 0.1 0.271
H 0.21557 -1.78541 0.98181 -0.1 -0.3 -0.3 0.257
N -0.09430 -0.60583 -1.45397 -0.4 0.1 -0.5 -0.475
N 1.26392 1.20730 -1.15606 -0.9 -0.6 0.8 -0.789
O -1.30837 -0.29080 0.99231 -0.1 -0.3 0.2 -0.454
```
Forces are in eV/Å.

---

[6]
Molecular formula: C3H6N2O
Method: DFT, ωB97M-V/def2-TZVPD

Energy relative to the best compared isomer or geometry (same formula, charge and spin) in kcal/mol: 39.9
Total energy in Ha: -302.62951
Structure (SMILES): c1c[nH]cn1.O
E_HOMO in eV: -9.06
Orbital gap in eV: 9.75
Lowest unoccupied orbital energy in eV: 0.69

XYZ file:
```
12
Properties=species:S:1:pos:R:3:forces:R:3:mulliken_charge:R:1
C 0.68572 -0.35363 1.14824 -0.3 0.4 -4.0 -0.335
C 1.29681 -0.81135 -0.07225 -1.8 -2.9 2.5 -0.114
N 1.21656 0.19750 -0.92954 -0.6 1.7 -2.5 -0.120
C 0.53801 1.23258 -0.36709 0.5 -1.1 1.6 -0.138
N 0.16428 0.92186 0.85932 0.8 0.1 0.8 -0.569
H 0.29671 -0.99677 1.92648 0.4 0.4 0.3 0.349
H 1.31313 -1.90407 -0.39972 0.8 1.9 0.5 0.278
H 1.14685 0.22753 -1.95263 1.0 -0.9 0.7 0.277
H 0.52517 2.15564 -0.90306 -0.6 0.5 0.1 0.396
H -1.60840 -0.36876 0.16744 -0.6 0.2 0.2 0.358
H -3.02824 0.25143 0.16928 0.0 0.4 0.0 0.309
O -2.54661 -0.55198 0.35354 0.5 -0.6 -0.1 -0.692
```
Forces are in eV/Å.

---

[7]
Molecular formula: C3H6N2O
Method: DFT, ωB97M-V/def2-TZVPD

Energy relative to the best compared isomer or geometry (same formula, charge and spin) in kcal/mol: 42.5
Total energy in Ha: -302.62540
Structure (SMILES): C/N=C/NC=O
E_HOMO in eV: -9.39
Orbital gap in eV: 10.31
Lowest unoccupied orbital energy in eV: 0.93

XYZ file:
```
12
Properties=species:S:1:pos:R:3:forces:R:3:mulliken_charge:R:1
C 0.78893 1.21267 1.32340 0.1 0.2 0.1 -0.747
N 0.13487 0.26914 0.46844 0.0 -0.1 -0.3 -0.369
C 0.14196 0.31462 -0.79663 0.0 0.0 0.3 -0.099
N -0.34067 -0.81833 -1.43318 0.0 0.0 0.0 -0.268
C -0.94857 -1.68340 -0.43840 0.0 -0.6 0.2 0.183
O -0.45621 -2.71263 -0.08281 -0.3 0.4 -0.4 -0.433
H 0.05832 1.62814 2.02548 0.1 0.0 -0.1 0.242
H 1.30435 2.03118 0.80048 -0.1 0.0 0.0 0.282
H 1.52043 0.65978 1.92443 0.0 0.2 -0.1 0.255
H 0.53076 1.11477 -1.44361 0.0 -0.1 0.2 0.344
H -0.83377 -0.71666 -2.31299 0.1 0.0 0.2 0.276
H -1.90041 -1.29927 -0.03460 0.0 -0.1 0.0 0.332
```
Forces are in eV/Å.

---

[8]
Molecular formula: C3H6N2O
Method: DFT, ωB97M-V/def2-TZVPD

Energy relative to the best compared isomer or geometry (same formula, charge and spin) in kcal/mol: 182.3
Total energy in Ha: -302.40264
Structure (SMILES): C#CON.C=N
E_HOMO in eV: -9.10
Orbital gap in eV: 9.69
Lowest unoccupied orbital energy in eV: 0.59

XYZ file:
```
12
Properties=species:S:1:pos:R:3:forces:R:3:mulliken_charge:R:1
N 0.40547 -1.65216 -0.43468 0.4 0.2 -0.7 -0.491
C -1.38097 0.88068 0.33152 3.3 3.0 0.6 -0.097
O 0.66661 -0.76169 0.67403 0.0 0.9 0.5 -0.234
N -1.95802 0.12253 -0.45582 0.2 -0.6 -1.6 -0.534
H 0.25900 -2.55226 0.01574 0.1 0.2 0.2 0.259
H -0.49624 -1.33813 -0.81204 0.1 0.0 0.3 0.312
H -2.94472 0.27143 -0.66510 -0.1 -0.2 1.0 0.244
H -1.81268 1.64941 0.97512 -0.6 -0.1 0.0 0.335
C 1.40512 0.33915 0.33864 2.1 -3.3 -0.3 -0.252
C 2.54521 0.70403 0.05844 -1.8 0.3 0.0 -0.021
H 3.38681 1.18998 -0.35902 0.2 0.4 0.1 0.412
H -0.07560 1.14704 0.33318 -4.0 -0.9 -0.1 0.068
```
Forces are in eV/Å.

---

[9]
Molecular formula: C3H6N2O
Method: DFT, ωB97M-V/def2-TZVPD

Energy relative to the best compared isomer or geometry (same formula, charge and spin) in kcal/mol: 2.5
Total energy in Ha: -302.68909
Structure (SMILES): O=C1NCCN1
E_HOMO in eV: -9.23
Orbital gap in eV: 10.13
Lowest unoccupied orbital energy in eV: 0.91

XYZ file:
```
12
Properties=species:S:1:pos:R:3:forces:R:3:mulliken_charge:R:1
O 2.56365 -0.18628 -0.43398 -0.3 -0.1 -0.2 -0.637
C 1.35991 -0.11314 -0.28709 0.0 0.0 -0.1 0.266
N 0.57820 1.00857 -0.43194 0.2 0.1 0.0 -0.125
C -0.78923 0.82332 -0.01177 -0.2 0.0 0.1 -0.362
C -0.83181 -0.67757 0.39253 -0.2 0.0 0.0 -0.362
N 0.49860 -1.13201 0.05767 0.2 -0.1 0.0 -0.137
H 0.92410 1.81254 -0.92422 0.0 0.0 0.2 0.204
H -1.50875 1.06260 -0.80156 0.1 -0.1 0.1 0.262
H -1.00912 1.45225 0.85610 -0.1 0.0 -0.1 0.218
H -1.04158 -0.77349 1.46514 0.0 0.0 -0.2 0.212
H -1.60353 -1.23271 -0.15229 0.1 0.1 0.0 0.261
H 0.85956 -2.04408 0.27141 0.0 0.1 0.1 0.201
```
Forces are in eV/Å.